40
Properties=species:S:1:pos:R:3:forces:R:3 method="wB97M-V/def2-TZVPD" total_charge=0 molar_mass_g_mol=222.28 e_above_lowest_ev=3.145 total_energy_ha=-805.0487 homo_lumo_gap_ha=0.31946
H 1.3270 -3.1385 -1.6119 -0.201 -0.464 -0.462
H 2.6911 0.8190 2.1940 0.946 -0.137 0.411
H -4.3215 0.7553 1.4014 -0.261 -1.388 0.713
H -1.3161 -2.9106 1.1648 -0.136 0.016 -0.409
H 2.4690 0.0970 -1.1892 -0.981 0.640 0.577
H -0.1679 2.6207 -1.9987 0.326 -0.529 -0.181
H -2.7719 -0.7982 1.4541 1.046 -0.914 0.111
H 0.5597 -0.2957 2.8119 -0.379 0.889 0.071
N 1.5860 1.1298 0.5022 1.903 -1.363 0.397
H 3.0278 -2.9950 -0.3865 0.280 0.542 -0.933
O -0.1837 3.5635 -2.1437 -2.362 -0.339 -0.677
C 0.6190 -1.9891 1.5520 -1.441 2.524 0.004
H 1.6319 1.6791 -1.5546 0.440 -1.319 1.062
H -0.4675 0.5584 -1.1029 -3.500 2.391 1.080
O 3.2238 -2.7682 -1.3246 0.064 -1.397 0.990
H 2.9063 -0.5023 0.9785 1.728 -0.389 -1.176
N 0.3296 0.1237 -1.3145 3.698 -1.945 -1.933
H -2.1424 3.2046 1.0027 0.275 0.343 -0.555
H 0.7046 1.5189 0.8549 0.515 -0.451 -0.378
C 1.3152 -0.7986 2.2400 -0.627 -0.558 0.277
H -1.5981 3.3700 -0.4766 0.216 0.615 1.107
H -3.1463 1.0113 -2.9938 -0.848 0.164 -0.918
H 2.8571 -1.9155 -1.5100 -0.262 0.943 0.071
H 0.0201 -3.7517 -2.2840 0.572 0.481 0.372
C 1.5745 0.7228 -0.9013 -1.173 1.693 -0.629
H -2.6979 2.1560 -1.9751 -0.219 -1.758 -1.093
O -1.5143 3.7085 0.4466 -0.467 -0.872 -0.361
H 0.7525 -2.9192 1.9715 1.083 -1.990 1.574
O -2.5849 1.2025 -2.2661 1.021 1.738 2.130
C -0.8894 -1.9501 1.4264 0.139 -0.008 -0.597
H 0.6536 3.8972 -1.9350 1.909 0.657 0.636
C 2.2675 0.1633 1.4598 -4.173 1.131 0.627
O 0.3781 -3.0085 -1.7659 -0.438 -0.214 -0.034
O -3.9751 1.4287 0.8586 0.396 2.093 -0.890
H -1.2690 0.0137 2.1049 -0.169 -0.677 -0.930
H 1.8215 -1.3003 3.0300 1.319 -0.029 0.761
H 1.0712 -2.0679 0.6164 0.301 -0.288 -2.151
H 0.1812 -0.8518 -1.2521 0.241 -1.056 0.148
C -1.6725 -0.9053 1.6059 -0.649 1.857 1.141
H -3.2499 1.1227 0.3100 -0.133 -0.631 0.049